1.
{
  "formula": "C11H18",
  "method": "wB97M-V/def2-TZVPD",
  "symbols": ["C", "C", "C", "C", "C", "C", "C", "C", "C", "C", "C", "H", "H", "H", "H", "H", "H", "H", "H", "H", "H", "H", "H", "H", "H", "H", "H", "H", "H"],
  "xyz": [[0.15159, -2.75620, 0.62428], [-0.58624, -1.95317, -0.43045], [-1.89421, -1.33436, 0.05458], [-2.62349, -0.50881, -0.99936], [-3.94993, 0.07147, -0.50959], [3.03303, 1.83486, 0.05977], [2.14557, 1.55601, -1.03284], [0.88808, 1.03716, -0.80597], [0.57460, 0.62803, 0.48149], [1.39075, 1.13089, 1.46832], [2.64748, 1.67320, 1.28599], [0.45659, -2.12777, 1.47328], [-0.50659, -3.54558, 1.03184], [1.04835, -3.21784, 0.20464], [-0.79926, -2.57801, -1.29357], [0.05243, -1.13903, -0.79695], [-2.56209, -2.12604, 0.41614], [-1.69678, -0.69732, 0.92828], [-2.82617, -1.14646, -1.86584], [-1.98574, 0.31076, -1.36708], [-3.80893, 0.73021, 0.34394], [-4.42310, 0.64731, -1.30715], [-4.64758, -0.71986, -0.21155], [4.15845, 2.09687, -0.31269], [2.63471, 1.74331, -2.02560], [0.35083, 0.60720, -1.75877], [-0.36986, 0.18105, 0.71489], [0.90485, 0.97888, 2.45011], [3.35645, 1.72789, 2.19877]],
  "atomic_forces_ev_per_a": [[-0.27, -0.18, 0.38], [-0.07, 0.42, -0.24], [-0.19, -0.15, 0.21], [-0.07, 0.05, -0.13], [0.01, -0.18, -0.18], [3.60, 0.88, -6.53], [1.76, 0.94, -0.02], [0.34, -2.03, -3.30], [0.09, 2.35, -0.26], [-2.16, -1.34, 2.15], [0.51, -0.85, 5.47], [-0.03, -0.08, -0.21], [0.34, 0.21, -0.18], [-0.07, -0.02, 0.11], [-0.07, -0.21, -0.17], [-0.16, -0.63, -0.01], [0.01, 0.02, -0.03], [-0.33, -0.31, -0.02], [0.07, 0.01, -0.03], [-0.07, -0.21, 0.16], [0.04, 0.09, 0.11], [-0.04, 0.01, 0.08], [0.13, 0.08, -0.03], [-2.83, -0.43, 1.40], [-1.19, -0.32, 0.81], [0.66, 1.24, 2.04], [0.23, 0.10, 0.16], [1.08, 0.17, -0.10], [-1.33, 0.38, -1.66]],
  "smiles": "c1ccccc1.CCCCC",
  "homo_energy_ev": -9.189,
  "homo_lumo_gap_ha": 0.3760,
  "lumo_energy_ev": 1.04,
  "e_tot_ha": -429.87554,
  "relative_energy_ev": 1.771
}



2.
{
  "formula": "C11H17N5O4",
  "method": "wB97M-V/def2-TZVPD",
  "symbols": ["C", "C", "C", "C", "C", "C", "C", "C", "C", "C", "C", "H", "H", "H", "H", "H", "H", "H", "H", "H", "H", "H", "H", "H", "H", "H", "H", "H", "N", "N", "N", "N", "N", "O", "O", "O", "O"],
  "xyz": [[-2.08167, 1.57745, 0.18433], [-0.73960, 1.22373, 0.71530], [-2.82841, 0.31797, -0.55140], [-3.44156, -0.56110, 0.47215], [-4.56976, -1.27187, -0.06337], [1.51132, 0.48240, 0.04069], [2.42899, 1.64748, 0.28449], [2.14625, -0.57031, -0.89961], [3.43354, -1.08782, -0.48090], [3.62187, -2.29178, 0.28100], [5.46892, -1.21972, -0.34491], [-1.14097, 3.23479, -0.58140], [-3.13499, 3.16015, -0.60058], [-2.80137, 2.04220, 0.96560], [-3.63718, 0.82050, -1.10473], [-2.16097, -0.05665, -1.44209], [-3.88083, 0.09841, 1.29509], [-2.69288, -1.22059, 0.70843], [-5.82056, -2.98645, 0.39855], [-5.06817, -2.41576, 1.77931], [-0.11393, 1.71287, -1.14460], [1.36997, 0.04345, 1.12449], [1.27244, -1.37782, -0.88236], [2.05843, -0.33122, -1.97145], [2.86458, -3.02584, 0.67117], [6.62155, -1.17280, -0.41901], [5.46840, -2.72955, 1.15368], [3.06489, 3.31023, 0.13095], [-2.01487, 2.62094, -0.92458], [-4.94489, -2.40321, 0.62806], [0.18265, 1.08311, -0.29009], [4.66334, -0.46367, -1.00003], [4.86866, -2.32192, 0.37986], [-0.54952, 0.84892, 1.90350], [-5.02827, -1.20980, -1.21092], [3.50510, 1.60728, 0.95249], [2.09946, 2.88597, -0.15710]],
  "atomic_forces_ev_per_a": [[-2.77, 0.46, -1.18], [0.78, -2.30, 2.13], [1.23, 3.28, -1.25], [-0.92, 2.89, 0.21], [-2.43, -3.65, -3.25], [-0.46, 1.48, 1.67], [3.90, 1.15, 2.56], [-4.65, -1.30, -0.85], [-0.30, -1.03, -1.01], [-6.61, 3.45, -1.94], [3.32, -1.88, 0.55], [-3.05, -0.57, -0.95], [4.97, -1.24, -1.91], [1.59, -1.48, -0.64], [0.19, -0.06, 0.15], [-1.05, 0.07, 2.23], [1.17, -1.02, -0.51], [1.36, -1.81, 1.83], [1.96, 1.83, -0.71], [1.29, 0.63, -3.85], [1.56, -2.17, 1.78], [0.18, 0.65, -2.22], [1.99, 0.98, 0.21], [0.53, 0.68, 0.39], [1.12, 1.13, -0.38], [-2.14, -0.13, 0.36], [-1.30, 0.26, -1.60], [-3.43, -0.89, -0.96], [-1.56, 2.54, 3.09], [-2.96, -2.21, 5.68], [-0.76, 0.67, -1.21], [-3.11, -2.58, 2.85], [10.01, 0.27, 1.49], [-0.44, 1.03, -2.59], [0.67, 1.25, 1.16], [-3.05, -0.73, -1.94], [3.15, 0.35, 0.59]],
  "homo_energy_ev": -8.265,
  "homo_lumo_gap_ha": 0.3218,
  "lumo_energy_ev": 0.49,
  "e_tot_ha": -1003.94531,
  "relative_energy_ev": 7.030
}